Entry 1:
Density functional theory data (ωB97M-V with the def2-TZVPD basis set) for one molecule with the formula C4H8O3.

## Properties
Electronic energy (Ha): -382.80234
Charge: 0
Maximum force (eV Å⁻¹): 3.41
Structure (SMILES): COC(=O)[C@@H](C)O
Energy relative to the best compared isomer or geometry (same formula, charge and spin) (eV): 4.421

Last column: Löwdin charge in e.
CARTESIAN COORDINATES (ANGSTROEM)
C  0.2496  1.4247  2.2020  -0.036
O  0.2036  0.1946  1.4301  -0.032
C  0.4581  0.3488  0.1115  -0.487
O  1.0187  1.3115  -0.3398  0.106
C  0.1589  -0.8316  -0.7976  -0.131
C  -1.1201  -1.5658  -1.0495  -0.081
O  -0.0061  -0.0630  -2.3598  -0.180
H  1.2590  1.8393  2.2580  0.092
H  -0.1041  1.1920  3.2124  0.093
H  -0.4120  2.1825  1.7638  0.098
H  0.9784  -1.5394  -0.4304  0.169
H  -1.8513  -1.9191  -0.2918  0.093
H  -0.7617  -2.3737  -1.7220  0.087
H  -1.2912  -0.7212  -1.8103  0.075
H  -0.0103  0.9797  -2.4600  0.133

Entry 2:
Density functional theory data (ωB97M-V with the def2-TZVPD basis set) for one molecule with the formula C4H8O3.

## Properties
Electronic energy (Ha): -382.91288
Charge: 0
Maximum force (eV Å⁻¹): 0.50
Structure (SMILES): COCC(=O)OC
Energy relative to the best compared isomer or geometry (same formula, charge and spin) (eV): 1.413

Last column: Löwdin charge in e.
CARTESIAN COORDINATES (ANGSTROEM)
C  -2.3853  0.4673  -0.2798  -0.098
O  -1.9329  -0.8425  -0.0196  -0.160
C  -0.7284  -0.8558  0.6783  -0.142
C  0.4543  -0.4195  -0.1802  -0.480
O  0.5000  -0.4741  -1.3832  0.123
O  1.4601  0.0192  0.5943  -0.040
C  2.6502  0.3820  -0.1086  -0.046
H  -3.3396  0.3802  -0.8026  0.094
H  -1.6804  1.0220  -0.9143  0.091
H  -2.5385  1.0236  0.6583  0.093
H  -0.7610  -0.2310  1.5840  0.134
H  -0.5447  -1.8901  0.9911  0.145
H  3.1534  -0.5139  -0.4808  0.099
H  2.4129  1.0335  -0.9521  0.094
H  3.2797  0.8991  0.6150  0.093

Entry 3:
Density functional theory data (ωB97M-V with the def2-TZVPD basis set) for one molecule with the formula C4H8O3.

## Properties
Electronic energy (Ha): -382.90241
Charge: 0
Maximum force (eV Å⁻¹): 0.58
Structure (SMILES): C[C@@H](O)[C@@H](O)C=O
Energy relative to the best compared isomer or geometry (same formula, charge and spin) (eV): 1.698

Last column: Löwdin charge in e.
CARTESIAN COORDINATES (ANGSTROEM)
C  -0.0749  0.2185  -1.6904  -0.028
C  -0.6887  -0.2151  -0.3758  -0.415
O  -1.4700  -1.3659  -0.6076  -0.020
C  0.3507  -0.3851  0.7515  -0.312
O  1.6602  -0.6296  0.3296  -0.003
C  0.3055  0.9156  1.5481  -0.183
O  1.2965  1.4271  2.0085  0.079
H  -0.8807  0.4700  -2.3845  0.087
H  0.5551  1.1006  -1.5391  0.092
H  0.5404  -0.5736  -2.1232  0.091
H  -1.3499  0.6129  -0.0387  0.127
H  -1.7782  -1.7042  0.2423  0.093
H  0.0119  -1.2064  1.4168  0.163
H  2.2220  -0.0597  0.8841  0.096
H  -0.7000  1.3951  1.5785  0.133

Entry 4:
Density functional theory data (ωB97M-V with the def2-TZVPD basis set) for a 3-piece molecular cluster, C4H8O3 overall.

## Properties
Electronic energy (Ha): -382.83888
Charge: 0
Maximum force (eV Å⁻¹): 1.45
Energy relative to the best compared isomer or geometry (same formula, charge and spin) (eV): 3.427

Last column: Löwdin charge in e.
CARTESIAN COORDINATES (ANGSTROEM)
C  0.6094  -0.3267  -1.4533  -0.025
C  -0.4792  0.2373  -0.5857  -0.393
O  -0.7696  1.5396  -0.9086  -0.012
C  -1.1457  -0.2824  0.4640  -0.237
O  -1.4771  -1.6052  0.5616  -0.022
C  1.1098  -0.8624  1.9437  0.046
O  0.6080  -1.8501  2.2169  0.020
H  1.4621  0.3687  -1.4336  0.072
H  0.9688  -1.2919  -1.0934  0.079
H  0.3263  -0.4133  -2.5062  0.084
H  1.3749  2.3047  0.1262  0.035
H  -1.6358  1.7038  -0.5090  0.103
H  -1.5550  0.3995  1.2223  0.130
H  -1.3501  -1.9341  1.4611  0.074
H  1.9532  2.0125  0.4940  0.046

Entry 5:
Density functional theory data (ωB97M-V with the def2-TZVPD basis set) for one molecule with the formula C4H8O3.

## Properties
Electronic energy (Ha): -382.93434
Charge: 0
Maximum force (eV Å⁻¹): 0.59
Structure (SMILES): COC(=O)[C@@H](C)O
Energy relative to the best compared isomer or geometry (same formula, charge and spin) (eV): 0.829

Last column: Löwdin charge in e.
CARTESIAN COORDINATES (ANGSTROEM)
C  2.4968  -0.0747  0.7102  -0.037
O  1.1847  0.5031  0.6271  -0.011
C  0.2848  -0.3191  0.0898  -0.451
O  0.5735  -1.3896  -0.4084  0.103
C  -1.1712  0.1168  0.2163  -0.352
C  -1.6922  0.8460  -1.0175  -0.026
O  -1.9177  -1.0570  0.4366  -0.019
H  2.4526  -0.9730  1.3310  0.100
H  3.1413  0.6723  1.1699  0.094
H  2.8650  -0.3527  -0.2787  0.096
H  -1.2808  0.7508  1.1001  0.151
H  -1.1898  1.8004  -1.1950  0.085
H  -2.7615  1.0326  -0.8772  0.087
H  -1.5603  0.2113  -1.8976  0.089
H  -1.4254  -1.7671  -0.0067  0.091

Entry 6:
Density functional theory data (ωB97M-V with the def2-TZVPD basis set) for one molecule with the formula C4H8O3.

## Properties
Electronic energy (Ha): -382.92247
Charge: 0
Maximum force (eV Å⁻¹): 0.63
Structure (SMILES): COC(=O)[C@@H](C)O
Energy relative to the best compared isomer or geometry (same formula, charge and spin) (eV): 1.152

Last column: Löwdin charge in e.
CARTESIAN COORDINATES (ANGSTROEM)
C  2.4171  -0.0085  0.5293  -0.046
O  1.1133  -0.0660  1.0894  -0.022
C  0.2479  -0.5712  0.2002  -0.475
O  0.5207  -1.4261  -0.6126  0.126
C  -1.1150  0.0538  0.3364  -0.358
C  -1.5366  0.8450  -0.9038  -0.022
O  -2.0095  -1.0037  0.6034  -0.006
H  2.8796  -0.9919  0.4694  0.096
H  2.9836  0.6919  1.1387  0.097
H  2.2731  0.3740  -0.4841  0.100
H  -1.0791  0.7180  1.2030  0.150
H  -0.8997  1.7157  -1.1034  0.088
H  -2.5552  1.1999  -0.7247  0.085
H  -1.5425  0.2068  -1.7936  0.088
H  -1.6976  -1.7378  0.0525  0.098

Entry 7:
Density functional theory data (ωB97M-V with the def2-TZVPD basis set) for one molecule with the formula C4H8O3.

## Properties
Electronic energy (Ha): -382.93691
Charge: 0
Maximum force (eV Å⁻¹): 0.43
Structure (SMILES): CCOC(=O)CO
Energy relative to the best compared isomer or geometry (same formula, charge and spin) (eV): 0.759

Last column: Löwdin charge in e.
CARTESIAN COORDINATES (ANGSTROEM)
C  -2.3661  0.0785  -0.2664  -0.063
C  -1.2956  -0.7526  0.4189  -0.208
O  -0.1299  0.0528  0.6928  0.004
C  0.9500  -0.1427  -0.0649  -0.461
O  1.0513  -0.9646  -0.9490  0.106
C  2.0907  0.7918  0.2992  -0.169
O  3.2196  0.5113  -0.4731  -0.041
H  -2.6697  0.9229  0.3627  0.079
H  -1.9802  0.4726  -1.2104  0.081
H  -3.2488  -0.5414  -0.4792  0.083
H  -0.9929  -1.6116  -0.1815  0.116
H  -1.6300  -1.1078  1.3933  0.122
H  1.7487  1.8263  0.1516  0.135
H  2.2993  0.6759  1.3705  0.134
H  2.9537  -0.2115  -1.0646  0.082

Entry 8:
Density functional theory data (ωB97M-V with the def2-TZVPD basis set) for one molecule with the formula C4H8O3.

## Properties
Electronic energy (Ha): -382.77854
Charge: 0
Maximum force (eV Å⁻¹): 2.60
Structure (SMILES): OCC1(CO)CO1
Energy relative to the best compared isomer or geometry (same formula, charge and spin) (eV): 5.069

Last column: Löwdin charge in e.
CARTESIAN COORDINATES (ANGSTROEM)
O  1.4786  -1.2479  -1.3983  -0.046
C  1.3930  -0.4428  -0.2561  -0.201
C  -0.0398  -0.0482  0.0326  -0.389
C  -0.2380  1.1040  1.0395  -0.196
O  -1.5845  1.4069  1.2710  -0.041
C  -1.3337  -1.0246  -0.4855  0.009
O  -0.8275  0.1681  -1.0892  -0.087
H  0.8972  -0.8284  -2.0519  0.095
H  1.8539  -0.9891  0.5760  0.138
H  1.9621  0.4998  -0.3808  0.134
H  0.2184  0.8895  2.0113  0.135
H  0.3021  1.9687  0.6057  0.137
H  -2.0137  1.3974  0.4017  0.096
H  -1.1849  -0.9319  0.6436  0.130
H  -0.8831  -1.9215  -0.9196  0.086

Entry 9:
Density functional theory data (ωB97M-V with the def2-TZVPD basis set) for one molecule with the formula C4H8O3.

## Properties
Electronic energy (Ha): -382.91370
Charge: 0
Maximum force (eV Å⁻¹): 0.50
Structure (SMILES): C[C@@H](O)[C@@H](O)C=O
Energy relative to the best compared isomer or geometry (same formula, charge and spin) (eV): 1.391

Last column: Löwdin charge in e.
CARTESIAN COORDINATES (ANGSTROEM)
C  0.5073  -0.1424  -1.6421  -0.048
C  0.9169  -0.1153  -0.1783  -0.400
O  1.4116  1.1697  0.0913  -0.018
C  -0.2395  -0.4387  0.8120  -0.303
O  0.0555  0.1267  2.0634  -0.021
C  -1.5987  0.0466  0.3564  -0.179
O  -2.2385  0.8311  1.0202  0.074
H  1.3941  -0.0303  -2.2712  0.086
H  0.0021  -1.0751  -1.9176  0.087
H  -0.1555  0.7043  -1.8522  0.089
H  1.6969  -0.8751  -0.0054  0.145
H  1.4109  1.2428  1.0596  0.093
H  -0.3204  -1.5347  0.9012  0.162
H  -0.6998  0.7116  2.2636  0.098
H  -2.0002  -0.3774  -0.5815  0.134

Entry 10:
Density functional theory data (ωB97M-V with the def2-TZVPD basis set) for a 2-piece molecular cluster, C4H8O3 overall.

## Properties
Electronic energy (Ha): -382.90765
Charge: 0
Maximum force (eV Å⁻¹): 0.46
Structure (SMILES): O=C(O)CO.C=C
Energy relative to the best compared isomer or geometry (same formula, charge and spin) (eV): 1.556

Last column: Löwdin charge in e.
CARTESIAN COORDINATES (ANGSTROEM)
O  -0.8252  -0.5388  1.1345  0.095
C  -1.1222  -0.2019  0.0142  -0.499
O  -0.2859  0.4307  -0.8218  0.096
C  -2.4941  -0.4174  -0.5868  -0.169
O  -2.6145  -0.0725  -1.9381  -0.039
H  0.5758  0.5174  -0.3602  0.082
H  -2.7329  -1.4785  -0.4550  0.137
H  -3.1971  0.1436  0.0469  0.136
H  -1.8663  0.4942  -2.1660  0.082
C  2.7166  0.0699  0.2682  -0.086
C  2.1443  0.3044  1.4451  -0.069
H  2.6741  -0.9120  -0.1936  0.062
H  3.2537  0.8413  -0.2746  0.057
H  2.1834  1.2827  1.9143  0.063
H  1.5902  -0.4630  1.9731  0.054

Entry 11:
Density functional theory data (ωB97M-V with the def2-TZVPD basis set) for one molecule with the formula C4H8O3.

## Properties
Electronic energy (Ha): -382.82570
Charge: 0
Maximum force (eV Å⁻¹): 3.41
Structure (SMILES): CCOC(=O)CO
Energy relative to the best compared isomer or geometry (same formula, charge and spin) (eV): 3.786

Last column: Löwdin charge in e.
CARTESIAN COORDINATES (ANGSTROEM)
C  -2.2404  -0.2989  0.5675  -0.034
C  -1.2091  -0.5784  -0.9514  -0.096
O  -0.0734  0.2517  -0.9494  -0.005
C  0.9093  -0.0406  -0.0969  -0.464
O  0.8359  -0.9011  0.7509  0.115
C  2.1361  0.8277  -0.2847  -0.168
O  3.0478  0.6203  0.7524  -0.039
H  -1.9393  -0.8138  1.5086  0.074
H  -2.0842  0.7554  0.6584  0.046
H  -3.2797  -0.5751  0.3465  0.064
H  -1.8612  -0.2023  -1.7234  0.106
H  -1.3930  -1.3390  -0.2148  0.046
H  2.5721  0.5900  -1.2673  0.136
H  1.8285  1.8801  -0.3174  0.135
H  2.7505  -0.1760  1.2212  0.085

Entry 12:
Density functional theory data (ωB97M-V with the def2-TZVPD basis set) for an isolated ion of composition C4H8O3 and charge +1.

## Properties
Electronic energy (Ha): -382.49897
Charge: +1
Maximum force (eV Å⁻¹): 4.80
2S+1: 2
Energy relative to the best compared isomer or geometry (same formula, charge and spin) (eV): 2.030

Last column: Löwdin charge in e.
CARTESIAN COORDINATES (ANGSTROEM)
O  -0.8615  -2.2189  -0.2291  0.394
C  -1.1438  -1.0501  -0.3272  -0.310
O  -1.9874  -0.8274  -1.4540  0.191
C  -0.9021  0.2182  0.4239  -0.016
C  0.4831  0.8073  0.4131  -0.359
C  1.8574  0.1657  0.5451  -0.013
O  0.4954  1.5776  -0.8222  0.010
H  -2.2328  -1.7167  -1.7619  0.154
H  -1.3627  -0.1675  1.4194  0.200
H  -1.7021  0.9097  -0.0514  0.197
H  0.2653  1.5107  1.2217  0.165
H  2.5150  0.1587  -0.3159  0.084
H  1.8616  -0.9392  0.9361  0.117
H  2.4657  0.6061  1.4625  0.137
H  0.2489  0.9656  -1.4603  0.050